The following is a quantum chemistry calculation of C8CaF24N4O16S8 as an isolated structure at a distorted geometry, from OMol25.

## Properties
- lowest unoccupied orbital energy (Eh) = 0.1583

Structure (ORCA input):
```
! RIJCOSX wB97M-V def2-TZVPD def2/J DEFGRID3
* xyz -2 1
Ca 0.25 -0.61 -0.04
C 0.01 4.18 -1.93
F -0.66 5.21 -2.41
F 1.13 3.82 -2.66
F 0.35 4.59 -0.66
S -1.14 2.65 -1.73
O -2.11 2.72 -2.86
O -0.36 1.39 -1.67
N -2.00 3.06 -0.20
S -2.80 1.76 -0.11
O -3.68 1.50 -1.23
O -2.06 0.58 0.38
C -4.02 2.19 1.37
F -3.41 2.92 2.34
F -5.00 2.83 0.91
F -4.46 1.04 1.92
C 3.33 1.80 2.02
F 3.63 0.50 2.09
F 2.59 2.06 3.10
F 4.42 2.65 2.19
S 2.32 2.06 0.42
O 0.93 2.29 0.78
O 2.97 3.15 -0.30
N 2.14 0.44 -0.35
S 3.46 0.47 -1.16
O 3.28 1.24 -2.39
O 4.70 0.68 -0.43
C 3.52 -1.38 -1.76
F 3.93 -1.37 -3.03
F 4.40 -2.13 -1.11
F 2.32 -1.97 -1.65
C -1.91 -0.55 -4.14
F -2.47 -1.34 -5.08
F -1.53 0.67 -4.75
F -2.75 -0.41 -3.11
S -0.41 -1.46 -3.36
O -0.32 -2.70 -4.16
O 0.83 -0.66 -3.42
N -0.87 -1.71 -1.68
S -1.71 -3.10 -1.73
O -2.67 -3.15 -2.83
O -0.93 -4.38 -1.54
C -2.76 -3.02 -0.11
F -3.63 -4.07 -0.02
F -1.90 -3.17 0.88
F -3.51 -1.89 0.02
C 2.68 -2.57 2.59
F 3.32 -2.02 1.53
F 3.34 -3.74 2.81
F 2.85 -1.76 3.70
S 0.80 -2.69 2.13
O 0.75 -3.03 0.74
O 0.18 -3.69 3.07
N 0.31 -1.01 2.11
S -0.54 -0.97 3.42
O -1.83 -1.58 3.28
O 0.23 -1.41 4.64
C -0.80 0.94 3.75
F -1.86 1.07 4.55
F 0.25 1.56 4.25
F -1.12 1.55 2.64
*
```

The following is a quantum chemistry calculation of C21H49N7O7Pt as an isolated structure at a distorted geometry, from OMol25.

## Properties
- lowest unoccupied orbital energy (spin up / spin down) (Eh) = -0.1393 / -0.1609
- expectation value of S² = 2.00

Structure (ORCA input):
```
! RIJCOSX wB97M-V def2-TZVPD def2/J DEFGRID3
* xyz 2 3
Pt -0.10 -0.09 -0.10
C -2.94 -2.84 2.03
C -1.85 -2.77 0.98
O -1.05 -1.81 0.96
N -1.89 -3.70 0.01
C -1.05 -3.72 -1.16
H -2.58 -2.55 3.02
H -3.50 -3.77 2.13
H -3.66 -2.06 1.79
H -2.53 -4.45 0.22
H -0.02 -3.75 -0.79
H -1.21 -2.93 -1.90
H -1.12 -4.63 -1.76
C 2.69 0.98 -3.10
C 1.49 0.11 -3.00
O 0.74 0.31 -2.10
N 1.37 -0.85 -3.89
C 0.40 -1.99 -3.88
H 3.53 0.41 -2.70
H 2.73 1.90 -2.53
H 3.06 1.09 -4.12
H 2.19 -0.93 -4.47
H -0.62 -1.65 -3.72
H 0.70 -2.65 -3.07
H 0.35 -2.55 -4.81
C 3.66 1.45 1.24
C 2.53 0.75 2.01
O 1.55 0.43 1.36
N 2.57 0.61 3.33
C 3.60 1.23 4.16
H 4.54 0.84 1.46
H 3.93 2.46 1.53
H 3.51 1.39 0.16
H 1.86 0.02 3.74
H 3.10 1.33 5.12
H 3.89 2.22 3.80
H 4.47 0.58 4.27
C 3.40 -2.55 -1.24
C 2.37 -2.42 -0.12
O 1.32 -1.79 -0.32
N 2.69 -2.89 1.07
C 1.71 -3.07 2.14
H 4.01 -3.46 -1.28
H 4.08 -1.71 -1.16
H 2.96 -2.49 -2.23
H 3.57 -3.37 1.18
H 2.18 -3.35 3.09
H 1.02 -3.83 1.77
H 1.17 -2.14 2.28
C -4.14 -1.08 -1.83
C -2.95 -0.16 -1.95
O -1.94 -0.31 -1.25
N -3.05 0.76 -2.94
C -2.01 1.78 -3.18
H -5.04 -0.73 -2.34
H -4.41 -1.27 -0.79
H -3.72 -1.99 -2.25
H -3.83 0.85 -3.57
H -2.49 2.65 -3.64
H -1.20 1.38 -3.78
H -1.55 2.09 -2.24
C -0.19 3.59 1.64
C 0.18 3.27 0.20
O 0.18 2.10 -0.20
N 0.54 4.29 -0.57
C 1.03 4.24 -1.94
H 0.08 2.80 2.33
H -1.25 3.85 1.73
H 0.22 4.52 2.04
H 0.51 5.22 -0.18
H 2.09 4.49 -1.97
H 0.43 4.97 -2.48
H 0.90 3.27 -2.42
C -1.68 0.38 3.92
C -2.11 0.84 2.52
O -1.39 0.71 1.56
N -3.36 1.43 2.44
C -3.87 1.97 1.20
H -0.83 1.01 4.20
H -1.50 -0.69 3.92
H -2.47 0.46 4.67
H -3.94 1.64 3.24
H -4.64 2.71 1.42
H -4.22 1.14 0.59
H -3.18 2.47 0.52
*
```

The following is a quantum chemistry calculation of a 6-piece molecular cluster, C30H40BrClFN6O11P overall at a distorted geometry, from OMol25.

## Properties
- SMILES = CCNc1c(CC(=O)O)c(Br)cc2c1C(=O)c1c(ccc(P(O)Cl)c1CC(=O)F)C2=O.CC(N)=O.CC(N)=O.CC(N)=O.CC(N)=O.CC(N)=O
- lowest unoccupied orbital energy (Eh) = -0.0420

Structure (ORCA input):
```
! RIJCOSX wB97M-V def2-TZVPD def2/J DEFGRID3
* xyz 0 1
C -3.68 2.97 -0.22
C -4.04 1.55 -0.62
N -2.84 0.70 -0.46
C -2.65 -0.34 -1.39
C -3.51 -1.46 -1.43
C -4.68 -1.58 -0.49
C -4.35 -2.41 0.74
O -4.39 -3.60 0.71
O -4.06 -1.69 1.86
C -3.27 -2.48 -2.36
Br -4.37 -4.02 -2.45
C -2.22 -2.44 -3.26
C -1.37 -1.36 -3.20
C -1.57 -0.32 -2.30
C -0.61 0.82 -2.35
O -0.96 1.97 -2.27
C 0.82 0.41 -2.56
C 1.01 -0.65 -3.45
C 2.28 -1.13 -3.69
C 3.35 -0.56 -3.03
C 3.19 0.51 -2.14
P 4.74 1.18 -1.41
O 4.49 1.56 0.17
Cl 6.00 -0.49 -1.32
C 1.90 1.03 -1.91
C 1.68 2.23 -1.01
C 1.84 3.49 -1.81
O 1.03 4.29 -2.05
F 3.08 3.65 -2.27
C -0.18 -1.26 -4.09
O -0.18 -1.64 -5.23
H -3.16 3.50 -1.01
H -3.07 2.91 0.68
H -4.58 3.50 0.09
H -4.78 1.21 0.09
H -4.42 1.50 -1.64
H -2.03 1.31 -0.45
H -5.08 -0.63 -0.16
H -5.48 -2.10 -0.99
H -3.24 -2.04 2.23
H -2.06 -3.22 -3.99
H 2.42 -1.96 -4.37
H 4.33 -0.98 -3.21
H 3.73 1.06 0.52
H 0.67 2.28 -0.62
H 2.35 2.26 -0.17
O -8.03 -3.47 -4.59
C -8.18 -4.67 -4.47
N -7.39 -5.42 -3.66
C -9.25 -5.43 -5.22
H -7.49 -6.41 -3.54
H -6.67 -4.94 -3.14
H -9.10 -5.29 -6.29
H -10.22 -5.03 -4.95
H -9.24 -6.50 -5.00
O 8.52 3.74 3.65
C 7.72 3.28 2.85
N 7.02 4.08 2.01
C 7.44 1.79 2.74
H 6.35 3.73 1.35
H 7.18 5.08 2.06
H 7.07 1.43 3.70
H 8.37 1.28 2.48
H 6.70 1.58 1.97
O -6.80 -7.40 -0.55
C -6.44 -7.42 0.61
N -7.03 -8.23 1.52
C -5.31 -6.55 1.12
H -6.76 -8.26 2.49
H -7.79 -8.81 1.21
H -5.56 -5.51 0.95
H -4.41 -6.79 0.56
H -5.11 -6.70 2.18
O 7.17 7.21 1.86
C 7.34 7.85 2.88
N 8.40 7.61 3.69
C 6.41 8.96 3.31
H 8.57 8.12 4.54
H 9.02 6.86 3.44
H 5.41 8.54 3.43
H 6.38 9.72 2.53
H 6.72 9.42 4.24
O 3.99 -0.51 3.70
C 4.17 0.15 4.71
N 5.24 -0.07 5.52
C 3.24 1.25 5.14
H 5.42 0.45 6.35
H 5.88 -0.80 5.25
H 2.24 0.83 5.28
H 3.19 2.00 4.35
H 3.55 1.73 6.06
*
```